Record 1
Here is C18H20BrFeN2OPS4 as an isolated structure from the OMol25 dataset. Energies are from the ωB97M-V functional and the def2-TZVPD basis.

Properties
HOMO-LUMO gap (alpha / beta)	5.123 / 4.750	eV
<S²>	0.90
multiplicity	2
ΔE to the lowest compared entry with this formula, charge and spin	0.043	eV
strongest force on any atom	0.01027	hartree/bohr
total charge	-1
energy	-6654.5046	Ha

```
48
Properties=species:S:1:pos:R:3:lowdin_charge:R:1
Fe 0.98 -0.27 -1.85 -0.354
S -0.08 -0.61 -3.95 -0.035
S 0.79 -2.27 -4.84 -0.173
S 1.40 -3.37 -3.21 -0.187
S 2.58 -2.02 -2.20 -0.003
O 1.94 0.77 -0.36 -0.208
N 2.41 0.35 0.76 -0.183
C 2.59 1.26 1.76 -0.020
C 3.05 0.87 2.99 -0.074
C 3.34 -0.47 3.24 -0.092
C 3.15 -1.37 2.21 -0.057
C 2.69 -0.96 0.97 -0.064
H 2.33 2.27 1.49 0.134
H 3.17 1.62 3.76 0.102
H 3.69 -0.79 4.21 0.096
H 3.36 -2.42 2.34 0.113
H 2.54 -1.60 0.11 0.002
Br 2.48 2.40 -3.02 0.804
C 0.70 2.63 -2.42 -0.714
C 0.16 3.90 -2.45 -0.119
C -1.17 4.05 -2.09 -0.081
C -1.89 2.93 -1.73 -0.054
C -1.25 1.71 -1.71 -0.116
N 0.04 1.54 -2.02 -0.091
H 0.76 4.73 -2.77 0.091
H -1.63 5.03 -2.11 0.101
H -2.94 2.99 -1.45 0.102
H -1.78 0.80 -1.44 0.079
C -1.88 -2.31 -1.58 -0.302
P -0.54 -1.55 -0.59 0.856
C 0.01 -3.07 0.31 -0.261
C -1.51 -0.76 0.78 -0.350
C -2.87 -0.46 0.68 -0.114
C -3.51 0.25 1.69 -0.104
C -2.82 0.66 2.82 -0.115
C -1.47 0.36 2.93 -0.097
C -0.82 -0.34 1.92 -0.095
H -2.39 -1.55 -2.18 0.016
H -2.59 -2.86 -0.96 0.039
H -1.39 -2.98 -2.28 0.012
H -0.85 -3.64 0.67 0.041
H 0.64 -2.80 1.15 0.015
H 0.59 -3.67 -0.40 0.007
H -3.43 -0.77 -0.18 0.090
H -4.57 0.48 1.59 0.094
H -3.33 1.21 3.60 0.090
H -0.91 0.67 3.81 0.095
H 0.23 -0.55 2.02 0.082
```

Record 2
Here is an isolated ion of composition C2H2N5 and charge +1 from the OMol25 dataset. Energies are from the ωB97M-V functional and the def2-TZVPD basis.

Properties
HOMO-LUMO gap (alpha / beta)	7.377 / 7.376	eV
ΔE to the lowest compared entry with this formula, charge and spin	4.279	eV
strongest force on any atom	0.09063	hartree/bohr
total charge	+1
energy	-350.6890	Ha

```
9
Properties=species:S:1:pos:R:3:lowdin_charge:R:1
C 0.10 0.15 0.68 -0.091
C 0.80 -1.37 2.03 -0.086
N 1.55 -3.45 2.97 0.385
N 0.60 -0.18 1.79 0.168
N 0.53 -1.97 -0.07 0.270
N 1.25 -2.40 2.61 0.059
N 0.07 -0.88 -0.26 -0.050
H -0.07 1.22 0.28 0.189
H -0.18 -0.51 -1.13 0.157
```

Record 3
Here is a 3-piece molecular cluster, C3H13NO2S overall from the OMol25 dataset. Energies are from the ωB97M-V functional and the def2-TZVPD basis.

Properties
HOMO-LUMO gap	9.707	eV
ΔE to the lowest compared entry with this formula, charge and spin	0.700	eV
strongest force on any atom	0.01527	hartree/bohr
structure (SMILES)	CNCCS.O.O
total charge	0
energy	-725.4957	Ha

```
20
Properties=species:S:1:pos:R:3:lowdin_charge:R:1
C -0.48 2.35 -0.65 -0.133
N -0.52 0.94 -1.01 -0.141
C -0.13 0.09 0.11 -0.352
C -0.40 -1.37 -0.18 -0.577
S -0.13 -2.38 1.29 0.715
H 0.54 2.75 -0.74 0.082
H -0.85 2.54 0.36 0.068
H -1.12 2.92 -1.32 0.078
H -1.45 0.70 -1.31 0.106
H 0.93 0.30 0.32 0.117
H -0.66 0.36 1.04 0.095
H -1.47 -1.51 -0.36 0.065
H 0.10 -1.74 -1.07 0.074
H 1.09 -2.88 1.05 -0.152
O 0.84 1.70 2.91 -0.071
H 0.83 2.05 3.81 0.044
H 0.93 2.50 2.37 0.035
O 0.61 0.36 -3.90 -0.076
H 0.84 0.64 -3.01 0.007
H 0.12 -0.45 -3.77 0.018
```

Record 4
Here is one molecule with the formula C3H2N2O3 from the OMol25 dataset. Energies are from the ωB97M-V functional and the def2-TZVPD basis.

Properties
HOMO-LUMO gap	10.981	eV
ΔE to the lowest compared entry with this formula, charge and spin	1.814	eV
strongest force on any atom	0.04648	hartree/bohr
structure (SMILES)	[H]/N=c1\ncoc(=O)o1
total charge	0
energy	-450.7366	Ha

```
10
Properties=species:S:1:pos:R:3:lowdin_charge:R:1
H -0.91 -1.53 -2.45 0.069
N -0.69 -0.57 -2.27 0.201
C -0.47 -0.50 -1.06 -0.452
N -0.62 -1.50 -0.03 0.179
C 0.08 -1.28 1.00 -0.148
O 0.48 -0.06 1.43 0.135
C 0.45 1.02 0.60 -0.479
O 0.77 2.10 0.94 0.212
O -0.10 0.78 -0.66 0.130
H 0.42 -2.01 1.73 0.153
```